w.
C10H21N2O2 | ωB97M-V with the def2-TZVPD basis set

Each line ends with the natural charge from an NBO analysis.
Cartesian coordinates (Å):
C (-3.93, 0.40, -0.70)  -0.248
C (-2.99, 0.45, 0.21)  -0.162
C (-3.18, 0.45, 1.70)  -0.675
C (-1.67, 0.38, -0.39)  0.680
O (-1.30, 0.62, -1.52)  -0.622
N (-0.75, -0.23, 0.48)  -0.718
C (0.58, -0.57, 0.21)  0.681
O (1.07, -0.94, 1.40)  -0.728
C (0.85, -1.55, -1.04)  -0.467
C (0.16, -2.90, -0.76)  -0.620
N (1.46, 0.79, -0.14)  -0.287
C (1.38, 1.30, -1.53)  -0.431
C (0.86, 1.81, 0.71)  -0.423
C (2.85, 0.54, 0.19)  -0.450
H (-4.99, 0.22, -0.65)  0.226
H (-3.43, 0.07, -1.68)  0.223
H (-3.50, -0.48, 2.03)  0.240
H (-4.10, 1.04, 1.92)  0.258
H (-2.37, 1.00, 2.28)  0.227
H (-1.06, -0.67, 1.43)  0.454
H (1.85, -1.55, 1.48)  0.520
H (1.89, -1.51, -1.20)  0.214
H (0.27, -1.05, -1.90)  0.260
H (-0.93, -2.77, -0.48)  0.225
H (0.69, -3.63, -0.01)  0.222
H (0.16, -3.34, -1.69)  0.231
H (1.54, 0.48, -2.18)  0.225
H (0.38, 1.65, -1.80)  0.279
H (2.15, 2.11, -1.64)  0.227
H (0.88, 1.46, 1.84)  0.239
H (1.35, 2.79, 0.64)  0.239
H (-0.18, 1.84, 0.44)  0.229
H (2.92, 0.02, 1.18)  0.235
H (3.36, -0.04, -0.61)  0.236
H (3.53, 1.49, 0.39)  0.258

SMILES: C=C(C)C(=O)N[C@@](O)(CC)[N+](C)(C)C
Frontier orbital gap, eV: 10.567
LUMO, eV: -2.78
Net charge: +1



x.
C10H21N2O2 | ωB97M-V with the def2-TZVPD basis set

Each line ends with the natural charge from an NBO analysis.
Cartesian coordinates (Å):
C (5.92, -1.61, 0.77)  -0.646
C (5.09, -2.00, -0.43)  -0.070
O (3.69, -2.09, -0.16)  -0.529
C (3.10, -0.89, 0.23)  -0.112
C (1.65, -1.15, 0.35)  0.449
N (0.82, -0.37, 1.04)  -0.466
C (-0.46, -0.91, 0.96)  -0.051
C (-0.38, -2.02, 0.21)  -0.058
N (0.96, -2.15, -0.16)  -0.453
H (6.97, -1.49, 0.51)  0.243
H (5.61, -0.67, 1.21)  0.200
H (5.81, -2.37, 1.54)  0.222
H (5.38, -2.99, -0.73)  0.208
H (5.29, -1.36, -1.29)  0.177
H (3.28, -0.06, -0.46)  0.216
H (3.44, -0.57, 1.22)  0.208
H (1.07, 0.47, 1.53)  0.455
H (-1.35, -0.51, 1.41)  0.273
H (-1.14, -2.71, -0.06)  0.261
H (1.38, -2.87, -0.74)  0.468
C (-2.36, 2.73, -1.41)  -0.647
C (-2.47, 1.60, -0.40)  -0.053
O (-3.30, 1.88, 0.71)  -0.544
C (-4.66, 2.17, 0.42)  -0.068
C (-5.40, 1.05, -0.29)  -0.646
H (-2.01, 3.64, -0.92)  0.218
H (-1.67, 2.46, -2.20)  0.215
H (-3.32, 2.96, -1.87)  0.217
H (-1.49, 1.41, 0.03)  0.152
H (-2.79, 0.67, -0.89)  0.157
H (-4.74, 3.11, -0.15)  0.168
H (-5.13, 2.36, 1.39)  0.196
H (-4.98, 0.83, -1.27)  0.201
H (-6.44, 1.32, -0.43)  0.230
H (-5.35, 0.13, 0.30)  0.209

Frontier orbital gap, eV: 9.473
LUMO, eV: -2.72
Net charge: +1



Pick the most stable structure from those above. Pick: x